A.
{"formula": "C4H8N3O", "method": "ωB97M-V/def2-TZVPD", "smiles": "OCCn1c[nH+]cn1", "charge": 1, "lumo_energy_ev": -4.22, "elements": ["O", "C", "C", "N", "C", "N", "C", "N", "H", "H", "H", "H", "H", "H", "H", "H"], "xyz": [[2.8855, 0.2807, 0.9291], [1.9819, 0.3397, -0.1999], [0.8648, -0.7956, -0.0408], [-0.5433, -0.2943, 0.0135], [-1.0882, 1.0099, 0.0254], [-2.4917, 0.7470, 0.0381], [-2.6945, -0.6787, 0.0800], [-1.4378, -1.3299, 0.0559], [3.7618, 0.0039, 0.5858], [1.5829, 1.4016, -0.2757], [2.5596, 0.1288, -1.1564], [0.9240, -1.4602, -0.9792], [1.0877, -1.5039, 0.8359], [-0.4958, 1.9700, -0.0164], [-3.2331, 1.4576, 0.0205], [-3.6639, -1.2766, 0.0843]]}



B.
{"formula": "C4H8N3O", "method": "ωB97M-V/def2-TZVPD", "charge": 1, "lumo_energy_ev": -4.40, "elements": ["C", "C", "C", "C", "N", "N", "N", "O", "H", "H", "H", "H", "H", "H", "H", "H"], "xyz": [[-2.8189, 1.2526, -0.1028], [1.5816, 1.2164, -0.0391], [1.9965, -0.0459, 0.0309], [-1.8226, -1.9635, 0.0664], [-3.0497, -0.0084, -0.2099], [-0.9792, 0.3041, 0.3380], [-1.8943, -0.6781, 0.0569], [-1.5896, 1.5746, 0.1804], [-3.4439, 2.1250, -0.1961], [1.8344, 2.0902, 0.6623], [0.1511, 0.4511, 0.5181], [1.0856, 1.7154, -0.8439], [1.7377, -0.7139, -0.7952], [2.7032, -0.3758, 0.9091], [-0.9028, -2.3422, 0.2439], [-2.6820, -2.4744, -0.1074]]}



Sorted by energy, starting with the most stable: A, B.



A.
{"formula": "H5NO", "method": "ωB97M-V/def2-TZVPD", "smiles": "N.O", "charge": 0, "lumo_energy_ev": 0.90, "elements": ["N", "H", "H", "H", "O", "H", "H"], "xyz": [[-1.7256, -1.3813, 0.5238], [-0.9417, -1.4826, -0.1289], [-1.7910, -2.2589, 1.0493], [-1.4629, -0.6516, 1.1939], [1.7880, 1.5701, -0.9037], [2.7520, 1.7512, -0.9823], [1.3813, 2.4532, -0.7521]]}



B.
{"formula": "H5NO", "method": "ωB97M-V/def2-TZVPD", "smiles": "N.O", "charge": 0, "lumo_energy_ev": 0.98, "elements": ["N", "H", "H", "H", "O", "H", "H"], "xyz": [[2.0130, -0.0201, -0.0715], [1.3080, -0.1153, 0.7098], [2.7986, -0.6096, 0.1414], [2.1875, 0.9421, -0.2185], [-1.9248, 0.0231, -0.0192], [-2.6467, 0.5793, 0.2714], [-2.3400, -0.8407, -0.2500]]}



Sorted by energy, starting with the most stable: A, B.



A.
{"formula": "C5H6N2O3", "method": "ωB97M-V/def2-TZVPD", "smiles": "O=C(O)c1cc(CO)n[nH]1", "charge": 0, "lumo_energy_ev": 0.27, "elements": ["O", "C", "O", "C", "C", "C", "C", "O", "N", "N", "H", "H", "H", "H", "H", "H"], "xyz": [[2.7119, -1.7834, 1.4787], [1.9245, -0.9254, 1.6162], [1.9001, -0.3014, 2.9120], [0.9647, -0.2188, 0.6473], [0.3596, -0.9540, -0.3137], [-0.6984, -0.0237, -0.8202], [-1.6964, -0.0315, -1.9900], [-2.3761, 1.3504, -1.9248], [-0.4516, 1.1635, -0.2067], [0.4715, 1.0552, 0.6896], [0.9159, -0.1403, 3.1299], [0.8059, -1.8694, -0.8215], [-2.5318, -0.7503, -1.9035], [-1.1658, -0.1199, -2.9222], [-1.9649, 1.7217, -0.8610], [0.8308, 1.8275, 1.2900]]}



B.
{"formula": "C5H6N2O3", "method": "ωB97M-V/def2-TZVPD", "smiles": "[H]/N=C(\\O)C1=NCCC(=O)O1", "charge": 0, "lumo_energy_ev": 0.35, "elements": ["H", "N", "C", "O", "C", "N", "C", "C", "C", "O", "O", "H", "H", "H", "H", "H"], "xyz": [[3.8316, 0.8532, -0.1975], [3.0197, 0.4097, -0.8594], [2.1516, 0.1669, 0.0099], [2.6821, 0.6574, 1.3196], [0.6871, -0.0850, -0.1537], [0.2205, -1.2437, -0.2721], [-1.2055, -1.3762, -0.4961], [-1.9983, -0.2383, 0.1434], [-1.3932, 1.0951, -0.1715], [-1.9595, 2.1374, -0.3190], [-0.0229, 1.0886, -0.2761], [1.9183, 0.8559, 1.8781], [-1.5393, -2.3392, -0.0932], [-1.3715, -1.4095, -1.5847], [-1.9728, -0.3376, 1.2411], [-3.0478, -0.2348, -0.1687]]}



C.
{"formula": "C5H6N2O3", "method": "ωB97M-V/def2-TZVPD", "smiles": "CC(C)(C#N)C(=O)[N+](=O)[O-]", "charge": 0, "lumo_energy_ev": -1.11, "elements": ["C", "C", "C", "C", "N", "C", "O", "N", "O", "O", "H", "H", "H", "H", "H", "H"], "xyz": [[0.5666, 0.0099, -1.4178], [0.2171, 0.0950, 0.0649], [1.4462, -0.2500, 1.0483], [-0.1257, 1.4215, 0.4911], [-0.1747, 2.4356, 1.0070], [-0.9049, -0.7623, 0.4218], [-1.1101, -1.6197, 1.2255], [-2.1919, -0.2417, -0.4226], [-2.0704, 0.7994, -1.0224], [-3.1596, -0.8902, -0.3938], [1.3012, 0.8427, -1.5662], [1.1554, -0.9637, -1.5532], [-0.3355, 0.0637, -2.0845], [2.0279, -1.2416, 0.9306], [2.2957, 0.5217, 1.1192], [1.0628, -0.2202, 2.1521]]}



Sorted by energy, starting with the most stable: B, A, C.



A.
{"formula": "C3H9BrN", "method": "ωB97M-V/def2-TZVPD", "smiles": "C[NH+](C)CBr", "charge": 1, "lumo_energy_ev": -3.51, "elements": ["C", "N", "C", "C", "Br", "H", "H", "H", "H", "H", "H", "H", "H", "H"], "xyz": [[1.1072, 0.8484, 0.2924], [-0.0450, -0.0848, 0.4084], [0.3313, -1.3840, -0.2711], [-1.2344, 0.6249, -0.4376], [-2.9799, 0.1358, 0.2695], [1.3596, 1.1434, -0.6498], [0.8311, 1.7013, 0.8009], [2.0392, 0.3584, 0.8713], [-0.3992, -0.1707, 1.4289], [0.3022, -1.3287, -1.4269], [1.2737, -1.7667, 0.0528], [-0.4481, -2.0154, 0.2006], [-1.0131, 1.7069, -0.1665], [-1.1246, 0.2313, -1.3731]]}



B.
{"formula": "C3H9BrN", "method": "ωB97M-V/def2-TZVPD", "charge": 1, "lumo_energy_ev": -5.86, "elements": ["C", "C", "C", "N", "Br", "H", "H", "H", "H", "H", "H", "H", "H", "H"], "xyz": [[-1.3726, 1.9121, -1.2857], [2.1816, -1.7287, 1.9296], [-1.1588, 0.7365, -0.3002], [1.6127, -1.1669, 0.9163], [-0.4378, 1.5733, 1.3944], [-1.6333, 1.6446, -2.2405], [-0.3451, 2.4527, -1.5346], [-2.0472, 2.6899, -0.9714], [-0.4077, 0.0380, -0.5126], [1.6349, -2.0341, 2.8168], [3.2163, -2.0189, 1.9818], [-2.1169, 0.1854, 0.0054], [0.6864, -0.6685, 0.7665], [2.1699, -1.1509, 0.1223]]}



Sorted by energy, starting with the most stable: A, B.



A.
{"formula": "C5H9N2O", "method": "ωB97M-V/def2-TZVPD", "charge": 1, "lumo_energy_ev": -4.89, "elements": ["C", "C", "C", "C", "C", "N", "N", "O", "H", "H", "H", "H", "H", "H", "H", "H", "H"], "xyz": [[0.9394, 0.6720, 1.1687], [-0.2658, 1.0298, -1.0640], [-1.3973, -0.0767, 1.8110], [0.8734, 0.3755, -0.2802], [-0.2058, -0.4904, -0.7703], [-0.1852, 0.3359, 2.0516], [0.1149, -1.5253, -1.8274], [1.8461, 1.1047, 1.8244], [-0.8634, 1.5660, -0.3143], [0.2005, 1.6214, -1.9889], [-1.6163, -0.1835, 0.7416], [-2.1328, -0.3821, 2.5884], [1.7947, 0.7231, -0.6481], [0.1985, 0.5108, 3.0556], [0.6304, -0.9681, -2.5491], [-0.5723, -2.0078, -2.4356], [0.6409, -2.3051, -1.3634]]}



B.
{"formula": "C5H9N2O", "method": "ωB97M-V/def2-TZVPD", "smiles": "C[C@@H]1NC=[NH+][C@H]1C=O", "charge": 1, "lumo_energy_ev": -3.66, "elements": ["C", "C", "N", "C", "N", "C", "C", "O", "H", "H", "H", "H", "H", "H", "H", "H", "H"], "xyz": [[0.4191, -1.2987, 0.9392], [-0.4049, -0.0520, 0.3945], [-1.1203, -0.5147, -0.8140], [-0.7645, 0.2196, -1.8356], [0.1432, 1.1174, -1.5155], [0.4690, 1.0631, -0.1405], [0.0629, 2.3977, 0.4710], [-0.1214, 3.4110, -0.1026], [0.7394, -1.7654, 0.1171], [-0.2412, -1.9197, 1.5421], [1.2189, -0.8976, 1.5638], [-1.1810, 0.2670, 1.1531], [-1.7598, -1.2741, -0.9487], [-1.2231, 0.0966, -2.7403], [0.7660, 1.6135, -2.1337], [1.6466, 0.7656, -0.0674], [0.0324, 2.2137, 1.6153]]}



Sorted by energy, starting with the most stable: B, A.



A.
{"formula": "C5H9N2O", "method": "ωB97M-V/def2-TZVPD", "charge": 1, "lumo_energy_ev": -3.84, "elements": ["C", "C", "C", "C", "C", "N", "N", "O", "H", "H", "H", "H", "H", "H", "H", "H", "H"], "xyz": [[0.0709, 1.4095, 0.9807], [-0.9909, -1.8705, -0.6428], [-0.2536, -1.1681, -1.7065], [1.3116, -0.5575, 0.4510], [0.0352, -0.8090, -0.2658], [-0.6902, 0.9891, 0.0198], [0.0857, 2.5167, 1.6419], [1.0265, 0.5528, 1.4063], [-2.0190, -1.5938, -0.6777], [-0.9506, -2.9572, -0.4589], [0.6882, -1.5576, -2.1813], [-0.7920, -0.4920, -2.3021], [1.6557, -1.4775, 0.9930], [2.0493, -0.2437, -0.3008], [-1.5219, 1.3149, -0.5436], [-0.3010, 3.3792, 1.0850], [0.5958, 2.5647, 2.5018]]}



B.
{"formula": "C5H9N2O", "method": "ωB97M-V/def2-TZVPD", "smiles": "C1=N[C@H]([NH+]2CC2)CO1", "charge": 1, "lumo_energy_ev": -3.35, "elements": ["C", "N", "C", "N", "C", "C", "C", "O", "H", "H", "H", "H", "H", "H", "H", "H", "H"], "xyz": [[2.0302, -0.8822, -0.3649], [1.2005, -1.0825, 0.5774], [0.5601, 0.0970, 0.9182], [-1.0457, -0.3155, 0.3703], [-1.5848, 0.4789, -0.6245], [-1.0451, -0.8244, -0.9676], [1.1657, 1.0728, -0.1245], [2.0450, 0.3145, -0.9412], [2.7432, -1.5472, -0.6599], [0.5097, 0.2841, 2.0217], [-1.7097, -0.7642, 1.0591], [-2.7061, 0.4596, -0.6403], [-1.3203, 1.5189, -0.9324], [-1.5728, -1.7568, -1.4415], [-0.1714, -0.8514, -1.3701], [0.4270, 1.6158, -0.6882], [1.8360, 1.8605, 0.4129]]}



C.
{"formula": "C5H9N2O", "method": "ωB97M-V/def2-TZVPD", "charge": 1, "lumo_energy_ev": -4.32, "elements": ["C", "C", "C", "C", "C", "N", "N", "O", "H", "H", "H", "H", "H", "H", "H", "H", "H"], "xyz": [[-1.7096, -0.2204, -0.0666], [1.9088, -0.2928, 0.9343], [2.1567, -0.2695, -0.6106], [-0.0062, 1.3312, -0.2853], [0.8915, 0.1386, -0.0042], [-0.7573, -1.0501, -0.3025], [-2.9777, -0.4477, 0.1518], [-1.3262, 1.0921, 0.1578], [1.7133, -1.2206, 1.4759], [2.2048, 0.5061, 1.5706], [2.8191, 0.4389, -0.8225], [2.3094, -1.2234, -1.1278], [0.2477, 2.1523, 0.3611], [0.1069, 1.6093, -1.2982], [-0.6772, -1.9962, -0.1117], [-3.4469, -0.9347, -0.5547], [-3.4570, 0.3869, 0.5325]]}



Sorted by energy, starting with the most stable: A, C, B.



A.
{"formula": "C24H25BF3NO5PSTa", "method": "ωB97M-V/def2-TZVPD", "charge": 2, "lumo_energy_ev": -7.64, "elements": ["Ta", "F", "C", "F", "F", "C", "C", "C", "C", "N", "C", "S", "H", "H", "H", "C", "C", "C", "O", "C", "O", "O", "H", "H", "H", "H", "H", "H", "H", "C", "P", "C", "C", "C", "C", "C", "C", "C", "H", "H", "H", "H", "H", "H", "H", "H", "H", "H", "H", "O", "B", "O", "C", "C", "C", "C", "C", "C", "H", "H", "H", "H"], "xyz": [[-0.4028, -0.4879, -0.3740], [-0.2528, -5.6751, 1.6807], [-0.1646, -5.6675, 0.3498], [0.3420, -6.8288, -0.0466], [-1.3975, -5.5538, -0.1475], [0.7173, -4.5203, -0.1042], [2.0557, -4.7347, -0.3853], [2.8640, -3.6706, -0.7672], [2.3174, -2.4132, -0.8455], [1.0190, -2.1835, -0.5635], [0.2430, -3.2253, -0.2086], [-1.3790, -2.6175, 0.0696], [2.4631, -5.7355, -0.3147], [3.9093, -3.8156, -0.9980], [2.9247, -1.5737, -1.1286], [-4.6705, -0.5915, -1.6342], [-3.4391, 0.2624, -1.4219], [-3.7381, 1.7487, -1.3194], [-2.7060, -0.1757, -0.2123], [-2.4105, 0.0246, -2.5118], [-2.4985, -0.3070, -3.6278], [-1.1283, 0.2767, -1.8986], [-5.4589, -0.2977, -0.9407], [-4.4459, -1.6508, -1.5057], [-5.0388, -0.4477, -2.6489], [-4.4277, 1.9247, -0.4937], [-4.2143, 2.0930, -2.2381], [-2.8303, 2.3285, -1.1520], [-3.3394, -0.3786, 0.4905], [3.1960, 0.9398, -0.3891], [1.6631, 0.7996, -1.3455], [2.0315, 0.2142, -3.0157], [1.0353, 2.4759, -1.5066], [0.6928, 3.1735, -0.3451], [0.2018, 4.4664, -0.4294], [0.0482, 5.0677, -1.6721], [0.3828, 4.3775, -2.8288], [0.8738, 3.0822, -2.7520], [3.0155, 1.6288, 0.4362], [3.9786, 1.3611, -1.0221], [3.5334, -0.0058, 0.0265], [2.8094, 0.8442, -3.4496], [1.1308, 0.2766, -3.6261], [2.3722, -0.8168, -3.0210], [0.8158, 2.7276, 0.6352], [-0.0528, 5.0058, 0.4733], [-0.3270, 6.0809, -1.7376], [0.2679, 4.8508, -3.7948], [1.1276, 2.5640, -3.6673], [0.3493, -0.6174, 2.1969], [-0.2804, 0.4881, 1.6272], [-0.4780, 1.5165, 2.4963], [0.0310, 1.0358, 3.7087], [0.0553, 1.6799, 4.9245], [0.6103, 0.9587, 5.9763], [1.1061, -0.3356, 5.8040], [1.0737, -0.9723, 4.5679], [0.5256, -0.2369, 3.5434], [-0.3318, 2.6814, 5.0480], [0.6548, 1.4129, 6.9566], [1.5222, -0.8572, 6.6549], [1.4524, -1.9746, 4.4251]]}



B.
{"formula": "C24H25BF3NO5PSTa", "method": "ωB97M-V/def2-TZVPD", "charge": 2, "lumo_energy_ev": -8.10, "elements": ["Ta", "F", "C", "F", "F", "C", "C", "C", "C", "N", "C", "S", "H", "H", "H", "C", "C", "C", "O", "C", "O", "O", "H", "H", "H", "H", "H", "H", "H", "C", "P", "C", "C", "C", "C", "C", "C", "C", "H", "H", "H", "H", "H", "H", "H", "H", "H", "H", "H", "O", "B", "O", "C", "C", "C", "C", "C", "C", "H", "H", "H", "H"], "xyz": [[-0.0866, -0.3446, -0.0100], [-4.3957, 3.0269, -3.0545], [-4.3923, 2.2203, -1.9847], [-4.0127, 2.9396, -0.9218], [-5.6452, 1.7981, -1.7783], [-3.4829, 1.0390, -2.2459], [-3.7098, 0.2942, -3.3961], [-2.8896, -0.7843, -3.7042], [-1.8551, -1.0856, -2.8497], [-1.6391, -0.3802, -1.7296], [-2.4344, 0.6656, -1.4127], [-1.9339, 1.3840, 0.0905], [-4.5313, 0.5612, -4.0498], [-3.0520, -1.3741, -4.5939], [-1.1773, -1.9049, -3.0402], [-1.4386, -2.5200, 3.8843], [-0.7866, -2.5336, 2.5172], [-0.4287, -3.9392, 2.0390], [-1.6316, -1.8586, 1.5296], [0.4754, -1.6750, 2.5044], [1.0597, -1.2425, 3.4447], [0.8094, -1.3873, 1.2228], [-2.3058, -3.1808, 3.8936], [-1.7452, -1.5099, 4.1543], [-0.7304, -2.8724, 4.6319], [-1.3176, -4.5701, 2.0346], [0.3027, -4.3863, 2.7124], [-0.0112, -3.9081, 1.0321], [-2.5097, -2.2527, 1.6018], [0.1888, 1.8617, 3.0211], [1.0799, 1.6154, 1.4591], [2.8198, 1.4175, 1.9262], [0.9311, 3.1176, 0.4754], [1.6662, 3.1991, -0.7105], [1.5760, 4.3348, -1.4960], [0.7521, 5.3848, -1.1104], [0.0096, 5.2967, 0.0587], [0.0941, 4.1639, 0.8539], [-0.8930, 1.8663, 2.8889], [0.5013, 2.8260, 3.4261], [0.4706, 1.0787, 3.7199], [3.1160, 2.3291, 2.4472], [3.4548, 1.2803, 1.0526], [2.9223, 0.5614, 2.5923], [2.3128, 2.3799, -1.0109], [2.1546, 4.4094, -2.4072], [0.6911, 6.2772, -1.7184], [-0.6312, 6.1145, 0.3594], [-0.4978, 4.1069, 1.7583], [0.5965, -2.2442, -1.5521], [1.3957, -1.0970, -1.4837], [2.6241, -1.3157, -1.9974], [2.6328, -2.6361, -2.4326], [3.6379, -3.3484, -3.0466], [3.3495, -4.6689, -3.3689], [2.1122, -5.2446, -3.0888], [1.0998, -4.5214, -2.4702], [1.3996, -3.2165, -2.1560], [4.5978, -2.9017, -3.2658], [4.1075, -5.2665, -3.8559], [1.9299, -6.2763, -3.3551], [0.1340, -4.9574, -2.2516]]}



Sorted by energy, starting with the most stable: A, B.



A.
{"formula": "C3H8NO2S", "method": "ωB97M-V/def2-TZVPD", "charge": -1, "lumo_energy_ev": 3.91, "elements": ["C", "C", "C", "N", "O", "O", "S", "H", "H", "H", "H", "H", "H", "H", "H"], "xyz": [[1.9782, -0.9856, 1.1577], [-1.1902, -0.0095, 0.4499], [-0.5987, 0.4139, -1.7554], [-0.5378, -0.3637, -0.5011], [2.7197, -0.4832, -1.1350], [0.4668, 2.2200, 0.8280], [1.9048, 0.1111, -0.0270], [2.2491, -1.8770, 0.7053], [1.1064, -1.1227, 1.9217], [0.7318, 3.2351, 1.5400], [-2.0014, 0.7782, 0.5209], [-1.0846, -0.4650, 1.4555], [-1.5898, 0.5865, -2.1836], [-0.1279, 1.3360, -1.5400], [0.0871, -0.0877, -2.4339]]}



B.
{"formula": "C3H8NO2S", "method": "ωB97M-V/def2-TZVPD", "charge": -1, "lumo_energy_ev": 3.48, "elements": ["O", "C", "C", "C", "S", "N", "H", "H", "H", "H", "H", "H", "H", "H", "O"], "xyz": [[0.2996, -2.0978, -2.5280], [-0.3586, -1.7626, -1.5695], [-1.0471, -0.4236, -1.5225], [-1.0038, 0.1564, -0.1156], [0.8138, 0.2785, 0.3494], [-0.6484, 0.6168, -2.4688], [-0.4394, -2.3731, -0.6591], [-2.1144, -0.6442, -1.7501], [-1.3490, 1.1799, -0.0615], [-1.4738, -0.4686, 0.6433], [-0.0054, 0.1250, -3.0869], [-0.0462, 1.2923, -2.0095], [2.1412, 1.8817, 4.5114], [2.9075, 0.8067, 4.9209], [2.3239, 1.4326, 5.3465]]}



C.
{"formula": "C3H8NO2S", "method": "ωB97M-V/def2-TZVPD", "charge": -1, "lumo_energy_ev": 3.92, "elements": ["C", "C", "S", "H", "H", "H", "H", "H", "H", "N", "C", "O", "O", "H", "H"], "xyz": [[2.1145, 1.8777, 0.2231], [0.8616, 1.5657, 1.0092], [-0.6179, 1.8228, -0.1784], [2.1723, 2.9472, -0.0753], [2.0945, 1.2889, -0.6993], [3.0698, 1.6630, 0.7743], [0.7466, 0.4986, 1.3374], [0.8089, 2.2219, 1.9101], [-0.9871, 0.2625, -0.1672], [-2.0758, -2.9916, -0.5145], [-1.4177, -1.7160, -0.8623], [-1.1268, -0.9595, 0.1884], [-1.1904, -1.4590, -2.0448], [-2.3455, -3.6336, -1.2881], [-2.1070, -3.3886, 0.3874]]}



Sorted by energy, starting with the most stable: C, B, A.